1.
15
Properties=species:S:1:pos:R:3 method="wB97M-V/def2-TZVPD" orbital_gap_ev=8.18 relative_energy_kcal_mol=133.4 charge=0
C 0.502 1.263 0.049
C 1.564 -0.713 -0.075
C -0.728 -0.461 0.241
C -1.853 -0.030 -0.488
H 1.081 2.001 -0.535
H 0.815 1.407 1.169
H -0.729 1.604 -0.107
H 2.013 -0.215 1.143
H 2.491 -0.850 -1.085
H 1.337 -1.935 0.066
H -1.012 -1.645 0.125
H -0.746 -0.504 1.380
H -1.649 0.173 -1.477
N 0.429 -0.049 -0.414
S -3.515 -0.046 0.009

2.
24
Properties=species:S:1:pos:R:3 method="wB97M-V/def2-TZVPD" orbital_gap_ev="5.74 / 7.59" multiplicity=3 charge=+1 s_squared=2.008
C -1.277 0.139 -1.479
C -0.624 -1.062 -1.504
C 0.195 -0.011 0.377
C 0.074 2.934 -1.124
C 1.287 -3.721 0.698
C 0.082 -0.023 1.911
N -1.065 0.839 -0.283
N 0.094 -1.255 -0.317
N -0.861 2.238 -0.155
S -0.349 -2.698 0.596
Cl 0.256 1.578 2.615
H -1.834 0.637 -2.315
H -0.642 -1.832 -2.244
H 1.019 0.688 -0.100
H -0.056 2.499 -2.110
H -0.190 3.980 -1.132
H 1.014 2.729 -0.805
H 1.509 -4.651 0.105
H 1.403 -3.963 1.723
H 1.923 -2.842 0.417
H 0.867 -0.678 2.213
H -0.875 -0.603 2.231
H -0.336 2.226 0.817
H -1.613 2.851 -0.135

3.
40
Properties=species:S:1:pos:R:3 method="wB97M-V/def2-TZVPD" orbital_gap_ev=2.87 relative_energy_kcal_mol=117.6 charge=-2
Cu -0.651 -0.484 0.229
C 0.783 -3.178 4.137
O -0.091 -4.228 3.816
H 0.194 -2.434 4.674
H 1.562 -3.566 4.793
H 1.180 -2.644 3.274
C -4.192 -0.028 3.220
O -3.691 -0.958 2.295
H -4.501 -0.557 4.121
H -3.557 0.801 3.532
H -5.122 0.341 2.787
C -0.611 -4.298 -2.837
O -0.699 -4.124 -1.441
H -0.081 -5.208 -3.115
H -1.513 -4.202 -3.441
H 0.031 -3.540 -3.285
C -2.430 1.616 -2.130
O -1.104 1.010 -2.149
C -0.098 1.654 -3.000
C 1.338 0.902 -2.934
N 1.736 0.496 -1.565
C 2.524 1.591 -0.949
C 2.593 1.478 0.551
O 1.354 1.828 1.137
C 1.592 2.326 2.456
H -2.566 2.676 -1.913
H -3.126 1.071 -1.492
H -2.910 1.575 -3.108
H 0.114 2.678 -2.696
H -0.553 1.763 -3.984
H 2.118 1.534 -3.359
H 1.233 0.069 -3.629
H 2.210 -0.366 -1.797
H 1.960 2.510 -1.107
H 3.479 1.707 -1.462
H 3.307 2.247 0.848
H 2.957 0.506 0.884
H 2.276 1.791 3.114
H 0.682 2.469 3.038
H 2.272 3.178 2.490

4.
56
Properties=species:S:1:pos:R:3 method="wB97M-V/def2-TZVPD" smiles="C=CCN(CCNP(=O)(OCC)OCC)CP(=O)(OCC)OCC" orbital_gap_ev=9.34 relative_energy_kcal_mol=0.0 charge=0
C 1.310 3.572 -2.697
C 1.739 3.399 -1.461
C 0.846 3.061 -0.306
N 1.314 1.844 0.358
C 1.105 0.694 -0.495
P 1.645 -0.886 0.255
O 0.795 -1.579 1.231
O 3.105 -0.705 0.893
C 4.195 -0.170 0.152
C 4.496 1.253 0.591
H 4.780 1.265 1.640
H 3.606 1.866 0.466
H 5.311 1.658 -0.002
H 3.969 -0.207 -0.918
H 5.049 -0.825 0.355
O 1.856 -1.723 -1.114
C 1.729 -3.137 -1.063
C 2.985 -3.795 -0.517
H 2.874 -4.876 -0.535
H 3.849 -3.515 -1.116
H 3.145 -3.468 0.508
H 1.533 -3.450 -2.093
H 0.873 -3.396 -0.432
H 1.697 0.833 -1.405
H 0.061 0.558 -0.808
C 0.854 1.698 1.725
H 1.264 2.547 2.285
C -0.663 1.654 1.984
N -1.302 0.420 1.581
P -2.227 0.394 0.203
O -2.125 1.522 -0.726
O -1.941 -1.005 -0.520
C -2.192 -2.237 0.152
C -2.544 -3.289 -0.887
H -3.453 -3.012 -1.415
H -2.693 -4.250 -0.400
H -1.738 -3.376 -1.610
H -3.011 -2.100 0.865
H -1.291 -2.525 0.700
O -3.703 0.248 0.851
C -4.806 0.731 0.102
C -5.223 -0.249 -0.982
H -4.400 -0.377 -1.682
H -5.472 -1.214 -0.545
H -6.089 0.134 -1.516
H -5.611 0.884 0.828
H -4.535 1.689 -0.352
H -0.732 -0.400 1.743
H -1.163 2.470 1.460
H -0.820 1.788 3.062
H 1.305 0.784 2.122
H -0.189 2.962 -0.656
H 0.898 3.872 0.429
H 2.789 3.499 -1.219
H 1.975 3.829 -3.504
H 0.267 3.468 -2.946

5.
9
Properties=species:S:1:pos:R:3 method="wB97M-V/def2-TZVPD" orbital_gap_ev="9.44 / 6.53" relative_energy_kcal_mol=121.8 charge=0
C 0.884 0.877 -0.863
N -1.505 -2.353 0.420
O -2.492 -2.438 1.045
O 0.275 1.965 1.528
O -0.551 -1.592 0.414
S 0.915 0.810 0.965
H 1.500 0.085 -1.079
H -0.148 0.840 -1.271
H 1.122 1.806 -1.160

6.
8
Properties=species:S:1:pos:R:3 method="wB97M-V/def2-TZVPD" orbital_gap_ev=7.62 relative_energy_kcal_mol=5.7 charge=-1
C 0.011 -0.679 -0.760
O 0.084 0.666 -0.898
H -0.262 -1.197 0.152
H -0.678 -1.165 -1.471
H 1.011 -1.099 -1.044
H -0.086 0.629 1.922
H 0.013 1.283 0.520
O -0.093 1.562 1.580